# 1
50
Properties=species:S:1:pos:R:3 method="wB97M-V/def2-TZVPD" charge=-2 relative_energy_kj_mol=297.3 mol_weight_g_mol=836.07 largest_force_ha_per_bohr=0.01814 homo_energy_ha=-0.070 multiplicity=1 orbital_gap_ev=5.5
Pd 0.174 -1.024 0.822
Se -0.111 -2.293 3.593
Se 3.089 0.118 2.954
C 3.082 0.110 1.097
C 4.280 0.493 0.423
C 4.382 0.500 -0.936
C 3.266 0.138 -1.702
C 2.132 -0.204 -1.028
N 2.027 -0.251 0.322
C -0.377 -0.436 3.483
C -0.743 0.361 4.582
C -0.885 1.720 4.440
C -0.676 2.324 3.198
C -0.330 1.517 2.145
N -0.196 0.193 2.306
H 5.110 0.778 1.052
H 5.309 0.799 -1.412
H 3.263 0.169 -2.782
H 1.225 -0.421 -1.574
H -0.892 -0.133 5.531
H -1.157 2.324 5.298
H -0.777 3.390 3.048
H -0.148 1.888 1.142
F -2.004 -0.884 -1.170
C -2.836 -1.644 -0.316
F -1.873 -1.980 0.764
C -3.666 -0.570 0.375
F -2.990 0.476 0.905
F -4.387 -1.102 1.385
F -4.549 -0.039 -0.503
C 2.929 3.693 1.190
S 2.740 4.637 -0.346
C 1.015 4.903 -0.324
C 0.074 4.005 -0.747
S 0.269 2.442 -1.394
S -1.573 4.586 -0.480
C -1.239 6.129 0.204
S -2.408 7.229 0.663
S 0.438 6.403 0.359
H 3.993 3.506 1.335
H 2.412 2.737 1.120
H 2.544 4.263 2.034
S 0.127 -5.204 -0.540
C -0.348 -4.269 -1.896
C -0.084 -2.965 -1.666
N 0.498 -2.707 -0.447
C 0.657 -3.799 0.250
H -0.820 -4.709 -2.756
H -0.309 -2.144 -2.326
H 1.052 -3.794 1.258



# 2
25
Properties=species:S:1:pos:R:3 method="wB97M-V/def2-TZVPD" smiles="CC(=O)C1=CCC(F)=C[C@]1(F)n1cncn1" relative_energy_kj_mol=71.0 mol_weight_g_mol=225.20 largest_force_ha_per_bohr=0.12453 homo_energy_ha=-0.366 multiplicity=1 orbital_gap_ev=9.7
C 0.516 -1.597 2.233
C 0.607 -1.790 0.640
O 1.138 -2.824 0.247
C -0.251 -0.984 -0.233
C -0.749 -1.625 -1.389
C -1.589 -0.937 -2.412
C -1.712 0.571 -2.164
F -2.391 1.282 -3.044
C -1.206 1.213 -1.067
C -0.544 0.482 0.078
F -1.474 0.528 1.057
N 0.594 1.193 0.488
C 0.979 1.614 1.779
N 2.163 2.246 1.694
C 2.486 2.224 0.351
N 1.507 1.697 -0.364
H -0.452 -1.086 2.492
H 0.520 -2.575 2.782
H 1.386 -1.005 2.583
H -0.315 -2.649 -1.576
H -2.529 -1.392 -2.456
H -1.214 -1.033 -3.441
H -1.344 2.295 -0.850
H 0.457 1.506 2.616
H 3.420 2.645 -0.045